# 1
100
Properties=species:S:1:pos:R:3:forces:R:3 method="wB97M-V/def2-TZVPD" homo_lumo_gap_ev="7.5 / 6.1" total_charge=0 e_lumo_ev="-0.029 / -1.417" s2=0.76 spin_multiplicity=2 homo_ev="-7.5522 / -7.5504" de_lowest_kj_mol=179.76 molar_mass_g_mol=922.81
Ti -0.7196 -0.7399 -1.2004 0.375 -0.064 -0.754
S 1.4516 0.7932 -2.6147 -0.227 -0.034 0.121
P 2.2650 0.4772 -0.8485 -0.018 -0.169 0.235
C 0.9352 -0.0288 0.2250 0.184 0.841 0.113
P 0.6105 0.8785 1.7219 0.200 -0.268 -0.099
S -0.7124 2.2861 1.3734 -0.004 0.049 0.163
C 0.1132 -0.3122 3.0141 -0.047 0.109 0.052
C 0.7405 -1.5472 3.1355 0.036 -0.058 -0.001
C 0.5137 -2.3504 4.2437 -0.047 0.001 -0.088
C -0.3637 -1.9301 5.2326 -0.044 0.082 -0.010
C -1.0087 -0.7051 5.1099 0.041 -0.037 0.009
C -0.7678 0.1038 4.0080 0.032 -0.025 -0.009
C 2.1075 1.5507 2.5421 0.022 -0.136 0.063
C 2.1921 2.9002 2.8541 0.032 0.037 0.000
C 3.2709 3.3796 3.5905 -0.017 -0.010 -0.072
C 4.2686 2.5169 4.0149 -0.016 -0.036 -0.021
C 4.1972 1.1663 3.6932 -0.025 0.057 -0.008
C 3.1216 0.6887 2.9651 -0.035 0.012 -0.027
C 3.5133 -0.8322 -0.8312 -0.016 -0.139 -0.048
C 3.4532 -1.8729 0.0839 0.058 -0.042 0.040
C 4.4095 -2.8802 0.0677 -0.024 0.046 -0.019
C 5.4255 -2.8478 -0.8741 0.006 0.025 -0.010
C 5.4865 -1.8103 -1.7986 -0.022 0.003 0.009
C 4.5311 -0.8071 -1.7819 0.012 -0.022 0.025
C 3.2039 1.9535 -0.3624 0.083 0.087 -0.036
C 2.6764 3.2061 -0.6693 0.011 0.021 0.102
C 3.3876 4.3549 -0.3517 -0.046 -0.070 -0.035
C 4.6336 4.2573 0.2513 0.019 -0.010 0.013
C 5.1689 3.0109 0.5484 -0.097 0.039 0.017
C 4.4535 1.8620 0.2488 0.001 0.019 -0.070
H 1.4069 -1.8909 2.3540 -0.046 -0.016 0.020
H 1.0101 -3.3093 4.3272 0.005 0.012 -0.006
H -0.5452 -2.5557 6.0973 -0.002 0.008 0.007
H -1.6931 -0.3745 5.8811 -0.003 0.002 0.001
H -1.2592 1.0655 3.9094 0.011 0.001 -0.005
H 1.4070 3.5690 2.5225 0.017 -0.019 0.017
H 3.3292 4.4339 3.8294 -0.012 -0.001 -0.002
H 5.1031 2.8918 4.5939 -0.002 0.010 -0.004
H 4.9764 0.4867 4.0146 -0.007 -0.004 -0.004
H 3.0784 -0.3660 2.7268 -0.006 -0.028 0.000
H 2.6372 -1.9101 0.7937 -0.003 -0.013 -0.045
H 4.3505 -3.6957 0.7772 -0.007 0.008 0.000
H 6.1666 -3.6365 -0.8967 0.005 0.009 -0.004
H 6.2755 -1.7914 -2.5390 -0.006 0.004 -0.005
H 4.5658 -0.0080 -2.5134 -0.012 -0.001 -0.006
H 1.7146 3.2733 -1.1623 -0.001 0.010 -0.009
H 2.9723 5.3258 -0.5898 -0.003 0.002 0.000
H 5.1934 5.1541 0.4864 -0.006 0.001 -0.001
H 6.1413 2.9334 1.0171 0.005 -0.007 0.002
H 4.8787 0.8924 0.4712 -0.003 0.006 0.040
C -1.6900 -4.5382 -1.7914 0.143 -0.086 0.032
Si -2.8445 -3.1424 -2.2187 -0.034 0.300 0.127
C -4.2348 -3.3850 -0.9716 -0.130 -0.027 0.101
C -3.3377 -3.4885 -3.9798 -0.115 -0.029 -0.243
N -2.3246 -1.4315 -2.1332 -0.284 0.179 -0.387
C -3.3152 -0.4870 -2.4754 0.049 -0.461 0.165
C -4.6614 -0.7770 -2.7523 -0.048 0.023 -0.048
C -5.5690 0.2023 -3.1258 0.108 0.035 0.049
C -5.1681 1.5239 -3.2264 -0.016 -0.021 -0.015
C -3.8489 1.8531 -2.9511 -0.038 0.090 0.042
C -2.9655 0.8605 -2.5768 0.237 0.053 0.004
O -1.6150 1.1153 -2.2912 -0.352 -0.177 0.339
C -1.1402 2.3434 -2.7824 -0.015 -0.143 -0.018
C -1.0337 3.4167 -1.9321 0.013 0.213 0.074
C -0.5518 4.6180 -2.4446 -0.009 -0.047 -0.050
C -0.2065 4.7223 -3.7852 -0.010 -0.075 0.032
C -0.3461 3.6211 -4.6257 0.006 0.025 0.074
C -0.8185 2.4207 -4.1219 -0.015 0.072 -0.166
H -2.3547 -5.3803 -1.5621 0.033 -0.003 -0.036
H -1.0466 -4.8165 -2.6244 0.000 -0.005 0.020
H -1.0548 -4.3567 -0.9298 -0.022 -0.041 0.030
H -4.9683 -4.1053 -1.3499 0.022 0.024 0.024
H -4.7681 -2.4765 -0.6943 0.009 0.001 0.029
H -3.8022 -3.8076 -0.0617 -0.041 -0.007 0.003
H -3.8572 -4.4493 -4.0487 0.034 0.023 -0.012
H -2.4202 -3.5629 -4.5699 -0.029 -0.004 -0.021
H -3.9670 -2.7243 -4.4341 0.016 -0.035 -0.028
H -5.0139 -1.7924 -2.6919 -0.028 -0.019 -0.023
H -6.5927 -0.0790 -3.3359 0.002 0.003 -0.005
H -5.8631 2.2990 -3.5193 -0.008 -0.011 0.006
H -3.5211 2.8794 -3.0338 0.043 -0.020 0.027
H -1.3038 3.3091 -0.8897 0.043 -0.003 -0.122
H -0.4502 5.4713 -1.7862 0.000 0.013 -0.008
H 0.1713 5.6573 -4.1773 -0.004 0.004 0.000
H -0.0767 3.6930 -5.6712 0.004 0.015 0.008
H -0.9238 1.5436 -4.7482 0.004 0.005 0.011
C -4.1643 -1.2298 3.4679 0.017 -0.050 0.014
C -3.1462 -1.4720 2.3893 -0.073 0.014 -0.041
C -2.4138 -2.6562 2.3057 0.083 -0.061 0.072
C -1.4573 -2.8561 1.3169 -0.171 -0.007 0.164
C -1.2918 -1.8341 0.4061 -0.099 -0.202 0.045
Br 0.6931 -2.4740 -2.2076 0.079 -0.122 0.254
N -1.9904 -0.7277 0.4945 0.286 0.369 -0.175
C -2.8862 -0.4917 1.4402 -0.040 -0.086 0.036
H -4.3206 -2.1276 4.0648 0.008 0.002 0.009
H -5.1261 -0.9331 3.0481 0.008 0.006 -0.021
H -3.8356 -0.4334 4.1388 0.000 -0.006 -0.009
H -2.5858 -3.4288 3.0476 -0.016 0.001 -0.007
H -0.8766 -3.7669 1.2663 -0.012 -0.005 0.012
H -3.3816 0.4721 1.4437 0.010 -0.007 -0.018

=====

# 2
109
Properties=species:S:1:pos:R:3:forces:R:3 method="wB97M-V/def2-TZVPD" homo_lumo_gap_ev="2.0 / 4.6" total_charge=0 e_lumo_ev="-1.890 / -1.892" s2=6.05 spin_multiplicity=5 homo_ev="-3.9191 / -6.4832" de_lowest_kj_mol=203.60 molar_mass_g_mol=1042.82
Cr -0.1898 0.9065 1.5051 0.067 -0.357 -0.234
C -2.9674 3.2068 1.7826 0.096 0.047 -0.091
As -1.8749 2.1285 2.9707 -0.336 -0.077 0.385
C -1.0920 3.4967 4.0903 0.077 0.043 -0.007
C -3.2330 1.3944 4.1905 -0.107 0.099 -0.031
C -4.3974 2.1505 4.3368 -0.010 -0.013 -0.006
C -5.4341 1.7357 5.1567 -0.001 0.001 0.009
C -5.3160 0.5415 5.8466 -0.002 -0.004 -0.009
C -4.1553 -0.2061 5.7267 0.005 0.003 -0.025
C -3.0963 0.2013 4.9153 0.026 0.026 0.082
As -1.4335 -0.8590 4.8536 0.089 0.133 -0.192
C -2.0208 -2.4385 5.8462 -0.011 -0.078 0.051
C -0.5688 0.0388 6.3697 -0.034 -0.037 0.057
H -3.4627 4.0163 2.3144 0.003 0.003 -0.026
H -3.6957 2.5772 1.2742 -0.012 -0.012 0.032
H -2.2907 3.6303 1.0419 -0.007 0.019 0.011
H -1.8928 4.1157 4.4934 0.025 0.014 0.024
H -0.4111 4.0870 3.4798 -0.015 -0.007 -0.015
H -0.5330 3.0477 4.9087 0.000 -0.028 0.025
H -4.5105 3.0838 3.8015 -0.005 -0.020 0.013
H -6.3254 2.3430 5.2511 -0.003 -0.004 -0.008
H -6.1197 0.1932 6.4834 0.000 0.002 0.005
H -4.0789 -1.1301 6.2840 0.003 0.017 -0.002
H -2.3452 -2.2058 6.8608 0.001 -0.013 -0.009
H -1.1607 -3.1061 5.8982 -0.010 -0.011 0.013
H -2.8156 -2.9501 5.3044 0.000 -0.001 -0.006
H -1.2684 0.1625 7.1962 0.025 -0.005 0.026
H -0.1897 1.0132 6.0720 0.017 0.059 -0.010
H 0.2797 -0.5650 6.6933 0.005 0.010 -0.002
F -2.2458 -1.7804 -3.8900 -0.021 0.000 -0.044
C -1.3948 -0.7432 -3.7056 -0.138 -0.074 0.149
C -1.4175 -0.0618 -2.5255 0.047 0.002 -0.003
C -0.5633 1.0324 -2.3631 0.043 -0.020 -0.442
C -0.5240 1.7096 -1.0895 0.209 -0.077 0.268
O -1.2513 1.2777 -0.1554 -0.381 0.261 -0.169
C 0.3821 2.7824 -0.9506 -0.333 0.231 -0.148
C 1.1526 3.1416 -2.0087 0.178 -0.306 -0.153
N 1.1926 2.4548 -3.1751 -0.282 0.312 -0.056
C 2.0647 2.9012 -4.2339 0.140 -0.067 -0.036
C 3.4549 3.3210 -3.8771 0.042 0.001 -0.006
C 3.2311 2.0335 -4.6122 0.057 -0.070 0.025
C 0.3114 1.4094 -3.3951 0.075 -0.009 0.309
C 0.3191 0.6793 -4.5874 -0.023 -0.279 -0.042
C -0.5198 -0.4097 -4.7407 0.202 0.265 -0.027
N -0.4518 -1.1536 -5.9600 -0.024 0.025 -0.078
C -0.5996 -2.5945 -5.8761 0.056 -0.024 0.036
C -0.0113 -3.2130 -7.1271 0.038 0.047 -0.019
N -0.7888 -2.6659 -8.3006 -0.043 0.047 0.067
C -0.6734 -1.1635 -8.3701 0.033 -0.059 -0.001
C -1.1994 -0.5916 -7.0679 -0.043 -0.040 0.064
C 0.5174 3.5361 0.3494 0.453 -0.210 -0.002
O 0.7839 4.7246 0.3262 -0.132 -0.003 -0.018
O 0.3953 2.7989 1.3960 -0.252 0.128 0.103
H -2.0679 -0.3601 -1.7120 0.016 -0.003 0.001
H 1.8270 3.9812 -1.9203 -0.021 0.020 -0.001
H 1.5594 3.4425 -5.0261 -0.031 0.012 0.040
H 3.7535 3.2486 -2.8405 -0.008 -0.050 0.007
H 3.8660 4.1647 -4.4120 -0.008 0.003 -0.009
H 3.3614 1.1197 -4.0464 -0.021 0.022 0.082
H 3.5001 1.9758 -5.6585 -0.017 0.035 -0.013
H 1.0255 0.9051 -5.3726 -0.004 0.014 -0.002
H -1.6480 -2.9131 -5.7755 0.010 -0.020 0.009
H -0.0651 -2.9716 -5.0052 0.005 0.014 0.026
H -0.0918 -4.2977 -7.1468 -0.050 0.001 0.029
H 1.0237 -2.9074 -7.2681 0.011 -0.045 -0.017
H -1.7746 -2.9001 -8.1549 0.002 -0.048 -0.068
H -0.5011 -3.1006 -9.1763 0.066 0.026 0.008
H -1.2279 -0.8235 -9.2423 -0.043 0.009 0.027
H 0.3855 -0.9412 -8.4873 -0.005 0.005 -0.038
H -2.2818 -0.7952 -6.9830 -0.007 0.018 -0.018
H -1.0721 0.4893 -7.0853 0.004 0.002 0.000
O 2.9520 0.0550 -1.3960 0.052 0.158 -0.296
S 2.6261 0.2945 -0.0037 -0.349 -0.105 0.235
O 2.8100 1.6367 0.4796 0.082 0.032 -0.050
N 1.1171 -0.1486 0.3264 0.316 0.117 0.115
C 0.6948 -1.4655 0.0115 -0.356 -0.105 0.092
C 1.3859 -2.3976 -0.7555 0.104 -0.143 -0.199
C 0.8312 -3.6577 -0.9864 0.148 0.088 -0.105
C -0.4130 -3.9963 -0.4980 -0.141 0.142 0.092
C -1.1474 -3.0696 0.2689 -0.004 -0.123 -0.081
C -2.4730 -3.3047 0.7333 -0.006 -0.235 -0.025
C -3.1519 -2.2726 1.3882 0.113 0.321 0.083
C -2.5073 -1.0863 1.6511 -0.322 -0.303 0.141
N -1.2043 -0.8677 1.3250 0.509 0.262 0.172
C -0.5547 -1.8186 0.5596 -0.011 0.204 -0.186
C 3.6810 -0.7766 0.9379 0.146 -0.017 -0.026
C 5.0348 -0.7623 0.6226 -0.038 -0.021 0.027
C 5.9120 -1.5440 1.3539 0.030 0.036 -0.002
C 5.4380 -2.3401 2.3877 0.007 0.002 0.004
C 4.0862 -2.3539 2.6903 -0.023 0.020 0.027
C 3.1986 -1.5687 1.9675 0.006 0.032 0.025
H 2.3442 -2.1489 -1.1864 -0.018 -0.027 0.023
H 1.3959 -4.3739 -1.5727 0.016 -0.020 0.019
H -0.8469 -4.9680 -0.7040 -0.004 -0.008 0.011
H -2.9479 -4.2578 0.5374 0.008 0.012 -0.012
H -4.1818 -2.3851 1.7023 -0.005 -0.003 -0.010
H -3.0311 -0.2924 2.1674 0.035 -0.006 -0.036
H 5.3906 -0.1351 -0.1840 0.000 -0.001 -0.004
H 6.9698 -1.5205 1.1275 0.006 -0.005 -0.002
H 6.1274 -2.9429 2.9642 0.004 -0.002 0.007
H 3.7160 -2.9687 3.5007 -0.002 -0.002 -0.015
H 2.1444 -1.5780 2.2032 -0.043 0.036 0.017
N 0.9884 0.7632 3.1161 0.111 -0.137 0.068
C 1.8364 1.1857 3.7891 0.030 -0.067 0.019
C 2.8024 1.6628 4.6490 -0.049 0.080 0.044
C 4.1807 1.4363 4.4083 -0.063 -0.046 -0.023
N 5.3050 1.2467 4.2344 0.008 -0.014 -0.024
C 2.3662 2.3981 5.7801 0.068 -0.091 0.004
N 1.9880 2.9717 6.7080 -0.052 0.038 -0.028